DFT (the ωB97M-V functional and the def2-TZVPD basis) results for a structure of composition C24H60F2HfNO20S3 at a distorted geometry.

Structure (ORCA input):
```
! RIJCOSX wB97M-V def2-TZVPD def2/J DEFGRID3
* xyz 1 1
Hf -0.94926 -0.06479 0.63172
S 0.09074 -1.81685 -1.12145
O 0.33334 -1.93948 0.30807
O 0.65226 -2.79911 -2.00437
O -1.33802 -1.65867 -0.97920
O 0.38774 -0.37569 -1.25568
N -2.92496 0.50596 1.49820
S -4.44759 0.66066 0.98329
O -4.85463 1.97832 0.51741
O -5.44700 -0.36176 1.36310
F -4.15703 -0.08092 -0.43863
S -3.55726 0.96740 3.04934
O -4.18819 -0.02947 3.91237
O -3.92361 2.32149 3.28429
F -2.10125 0.92938 3.73826
C -4.33018 -1.94763 -4.13544
O -3.07779 -1.37524 -4.54866
C -2.12227 -2.44845 -4.72505
C -0.69216 -1.96111 -4.88849
O -0.60327 -1.22847 -6.02777
C 0.68608 -0.90139 -6.48714
H -5.03683 -1.12400 -4.03346
H -4.18985 -2.35210 -3.13303
H -4.72545 -2.67623 -4.84325
H -2.42362 -2.89764 -5.67136
H -2.22484 -3.10950 -3.86447
H 0.06088 -2.74887 -4.91030
H -0.56493 -1.30967 -4.02388
H 1.29794 -1.74325 -6.81116
H 1.38624 -0.55314 -5.72780
H 0.58297 -0.13221 -7.25254
C 3.60168 3.26095 3.40306
O 2.58449 2.83913 2.53787
C 3.00314 2.69052 1.21131
C 1.95288 1.92944 0.38032
O 1.39373 0.74605 0.94326
C 2.47685 -0.13257 1.33402
H 4.41026 2.53001 3.40749
H 3.21367 3.43000 4.40754
H 3.93016 4.26296 3.12709
H 3.89508 2.07507 1.09396
H 3.29516 3.59176 0.67223
H 2.26705 1.62441 -0.61785
H 1.21856 2.67778 0.08224
H 3.17448 -0.33073 0.52031
H 2.04469 -1.09062 1.62297
H 2.98521 0.26561 2.21217
C 3.42716 -3.27674 4.51800
O 2.54312 -3.50290 3.45908
C 2.81856 -4.77540 2.83944
C 1.85343 -4.95110 1.65197
O 0.46771 -5.06751 2.09702
C -0.39227 -5.53202 1.06640
H 3.43913 -4.05746 5.27854
H 3.23378 -2.33407 5.02992
H 4.42891 -3.13707 4.11167
H 2.75289 -5.65031 3.48621
H 3.83540 -4.77393 2.44680
H 2.14092 -5.80115 1.03320
H 1.96068 -4.08302 1.00154
H 0.01096 -6.42509 0.58899
H -0.56096 -4.89209 0.20030
H -1.39076 -5.70583 1.46756
C 0.65833 -0.05836 3.84234
O -0.22222 -0.60727 2.82783
C -0.46416 -1.96121 3.26307
C -1.84464 -2.45621 2.88994
O -2.09069 -2.11685 1.50670
C -3.22566 -2.89456 1.06255
H 1.03269 0.92595 3.56115
H 1.59019 -0.59001 4.03492
H 0.09107 -0.01449 4.77207
H -0.34959 -2.12550 4.33451
H 0.26349 -2.61850 2.78705
H -2.64441 -2.18422 3.57878
H -1.77320 -3.54254 2.94347
H -4.12348 -2.63321 1.62266
H -2.94430 -3.94736 1.08585
H -3.43712 -2.68678 0.01364
C 1.45921 5.99378 -0.29711
O 1.42318 4.87197 -1.15041
C 2.29799 4.99308 -2.26991
C 1.96438 4.00727 -3.34782
O 2.02855 2.69574 -2.80063
C 1.80279 1.59103 -3.64134
H 0.77622 6.74676 -0.69032
H 2.47877 6.34023 -0.12806
H 1.05217 5.64933 0.65357
H 3.29336 4.95757 -1.82711
H 2.17678 5.97498 -2.72742
H 2.67605 4.11808 -4.16596
H 1.00189 4.21533 -3.81520
H 2.48759 1.65147 -4.48722
H 0.80846 1.58107 -4.08778
H 1.82376 0.65754 -3.07899
C -0.83343 3.00820 2.33221
O -0.86231 2.23369 1.09538
C -1.41027 3.15970 0.09053
C -1.42383 2.60139 -1.26289
O -1.80349 1.24167 -1.14991
C -2.20391 0.69399 -2.49082
H -0.43275 2.38992 3.13551
H -1.83991 3.34795 2.57649
H -0.10224 3.81069 2.23489
H -0.84715 4.09291 0.07957
H -2.42161 3.46666 0.35715
H -0.42276 2.60518 -1.69411
H -2.00628 3.18062 -1.97938
H -1.42147 0.64579 -3.24815
H -3.10055 1.19556 -2.85487
H -2.54951 -0.33969 -2.50396
*
```

Löwdin atomic charge list, values in e, 99 entries: 2.032 0.284 -0.375 -0.209 -0.374 -0.371 -0.344 0.537 -0.223 -0.224 -0.209 0.578 -0.221 -0.198 -0.200 -0.090 -0.211 -0.164 -0.242 -0.157 -0.093 0.090 0.079 0.093 0.131 0.123 0.137 0.096 0.089 0.068 0.098 -0.088 -0.186 -0.195 -0.159 -0.284 -0.042 0.097 0.094 0.093 0.120 0.130 0.126 0.100 0.123 0.077 0.096 -0.124 -0.199 -0.170 -0.159 -0.182 -0.108 0.095 0.078 0.089 0.130 0.125 0.125 0.113 0.089 0.079 0.083 -0.049 -0.292 -0.151 -0.139 -0.303 -0.033 0.079 0.097 0.113 0.150 0.108 0.131 0.131 0.101 0.092 0.088 -0.096 -0.229 -0.186 -0.182 -0.209 -0.103 0.097 0.095 0.076 0.131 0.130 0.131 0.132 0.092 0.079 0.078 -0.023 -0.316 -0.142 -0.168

DFT (the ωB97M-V functional and the def2-TZVPD basis) results for a structure of composition C24H60FInN7O7Si.

Structure (ORCA input):
```
! RIJCOSX wB97M-V def2-TZVPD def2/J DEFGRID3
* xyz -1 1
C -1.90418 -0.30274 -5.95239
Si -3.35428 -0.21860 -4.69762
C -3.96064 -1.96637 -4.22964
C -4.76115 0.77670 -5.53687
In -2.60004 0.94916 -2.50068
F -4.34106 1.14487 -1.37028
H -1.43463 -1.28564 -5.89467
H -2.26631 -0.12807 -6.96859
H -1.18919 0.48037 -5.70108
H -4.14958 -1.98243 -3.15452
H -4.87725 -2.26644 -4.74212
H -3.15077 -2.66476 -4.41721
H -4.56977 0.86029 -6.61062
H -4.85276 1.77743 -5.11753
H -5.72279 0.27785 -5.39454
H -1.50923 -0.19485 -1.64124
H -1.85011 2.53293 -2.81625
C -1.83617 4.60488 0.18886
O -0.70056 5.03594 0.30351
N -2.93671 5.22665 0.65510
C -4.25839 4.65237 0.47582
C -2.78889 6.49429 1.34256
H -2.08646 3.65958 -0.30558
H -4.89038 5.33259 -0.09930
H -4.72576 4.47153 1.44685
H -4.18548 3.70674 -0.06117
H -2.31930 7.22877 0.68631
H -2.15602 6.37721 2.22422
H -3.76773 6.85596 1.64842
C -0.54989 -4.76845 -2.95278
O -0.78121 -4.27900 -4.04373
N 0.10650 -4.15341 -1.95799
C 0.43042 -4.83608 -0.71519
C 0.51761 -2.76587 -2.13660
H -0.81502 -5.81314 -2.70915
H -0.01592 -4.32107 0.13606
H 1.51620 -4.86296 -0.60275
H 0.04928 -5.85639 -0.74804
H -0.34653 -2.09704 -2.26498
H 1.16166 -2.67815 -3.01499
H 1.06776 -2.44795 -1.25467
C 3.61549 -4.66976 -2.32102
O 3.54678 -4.25705 -1.17735
N 4.71702 -5.21777 -2.86822
C 4.73824 -5.69201 -4.23687
C 5.91303 -5.33004 -2.05255
H 2.75744 -4.62633 -3.01308
H 4.96790 -6.75946 -4.26484
H 5.49333 -5.15326 -4.81321
H 3.76641 -5.53100 -4.69839
H 5.71169 -5.93869 -1.17023
H 6.23377 -4.34332 -1.71643
H 6.70686 -5.78942 -2.63658
C -9.28676 1.03879 -2.28456
O -8.76368 1.33795 -3.33939
N -8.64788 0.55105 -1.20427
C -9.36313 0.22038 0.00667
C -7.19854 0.34634 -1.24365
H -10.37664 1.14562 -2.12011
H -8.98691 0.81363 0.84392
H -9.23722 -0.83872 0.24549
H -10.42542 0.42658 -0.11871
H -6.68452 1.28122 -1.45023
H -6.94645 -0.35482 -2.03839
H -6.85607 -0.04698 -0.29105
C 1.62866 -2.91563 2.78968
O 1.58400 -4.11141 2.55548
N 2.58593 -2.07994 2.35157
C 2.60088 -0.66699 2.68417
C 3.65721 -2.60261 1.51722
H 0.86721 -2.40854 3.40765
H 2.55676 -0.06635 1.77420
H 3.52462 -0.43393 3.21235
H 1.74707 -0.41802 3.31231
H 3.26253 -3.03433 0.60015
H 4.19814 -3.38353 2.05540
H 4.33825 -1.79062 1.27042
C 5.92436 0.18178 4.23450
O 5.52183 0.73679 3.23022
N 6.71010 0.75519 5.16893
C 7.15209 0.03828 6.34706
C 7.12201 2.13470 4.97811
H 5.67319 -0.86809 4.46885
H 6.79971 0.53935 7.25108
H 8.24278 -0.01178 6.37439
H 6.75626 -0.97502 6.33316
H 6.24956 2.78315 4.91915
H 7.68156 2.23583 4.04771
H 7.74671 2.44386 5.81250
C 0.55640 5.56801 4.53653
O 0.43724 5.90555 5.70224
N 1.64335 4.96354 4.02417
C 1.73058 4.58477 2.62390
C 2.75692 4.68618 4.90741
H -0.23466 5.73478 3.78672
H 1.87486 3.50634 2.53494
H 2.57304 5.09282 2.15044
H 0.81770 4.85862 2.09792
H 2.44018 4.03583 5.72461
H 3.13703 5.61246 5.34175
H 3.54590 4.19932 4.34124
*
```

Löwdin atomic charge list, values in e, 99 entries: -0.247 0.399 -0.248 -0.250 0.329 -0.594 0.009 0.005 0.003 0.004 0.011 -0.004 0.003 0.005 0.011 -0.135 -0.134 -0.329 -0.010 -0.194 -0.047 -0.048 0.108 0.088 0.087 0.079 0.090 0.073 0.082 -0.373 -0.006 -0.184 -0.053 -0.039 0.126 0.086 0.057 0.081 0.049 0.084 0.083 -0.321 -0.003 -0.193 -0.056 -0.042 0.135 0.088 0.088 0.087 0.092 0.092 0.083 -0.375 0.011 -0.198 -0.078 -0.036 0.123 0.086 0.085 0.074 0.075 0.094 0.085 -0.360 -0.005 -0.188 -0.050 -0.034 0.130 0.098 0.050 0.084 0.055 0.092 0.088 -0.352 0.008 -0.198 -0.061 -0.039 0.135 0.089 0.088 0.082 0.085 0.094 0.085 -0.351 -0.006 -0.197 -0.041 -0.053 0.124 0.090 0.091 0.056 0.090

DFT (the ωB97M-V functional and the def2-TZVPD basis) results for a cluster of 13 separate species, C24H60N2O13P2S2 in total at a distorted geometry.

Structure (ORCA input):
```
! RIJCOSX wB97M-V def2-TZVPD def2/J DEFGRID3
* xyz 0 1
N 4.46746 -0.11053 1.92000
P 3.54757 1.34400 1.56629
O 3.24670 1.42001 -0.11858
C 1.83959 1.07370 2.32762
C 1.35174 2.00401 3.36136
C -0.00079 1.82328 3.92629
C -0.78691 0.70416 3.42704
C -0.31040 -0.26506 2.40844
C 1.04871 -0.08408 1.84308
P 1.58640 -1.35756 0.58307
S 1.39243 -3.17716 1.31579
N -1.14226 -1.37392 1.96290
C -2.48199 -0.94868 1.56204
C -2.97630 -1.42017 0.25822
C -4.32448 -0.96587 -0.14565
C -5.14214 -0.11612 0.73794
C -4.65596 0.33719 2.05051
C -3.31734 -0.09270 2.43458
S -2.50158 0.40125 4.00549
H 5.28144 0.23370 2.44447
H 4.76842 -0.47442 1.00562
H 2.31264 1.67837 -0.26287
H 2.00718 2.84593 3.69922
H -0.40765 2.53235 4.69045
H 0.76218 -1.29058 -0.57747
H 2.95141 -1.24158 0.19362
H -1.29083 -1.93935 2.81774
H -2.36946 -2.08923 -0.39528
H -4.68354 -1.30247 -1.14740
H -6.14300 0.17914 0.32789
H -5.25868 0.98928 2.71601
C -7.89769 -3.00682 1.31952
O -7.50259 -2.08413 2.33069
H -8.81332 -3.50356 1.63657
H -8.08217 -2.47241 0.38297
H -7.11541 -3.75335 1.17418
H -6.69074 -1.65756 2.02772
C 5.82337 2.59594 -3.03894
O 5.53243 1.55830 -2.10962
H 6.38846 2.17476 -3.87070
H 4.89037 3.02371 -3.41577
H 6.41885 3.37118 -2.55269
H 5.03278 1.95766 -1.38503
C 6.68046 5.75018 0.03974
O 6.00760 4.53057 -0.23769
H 6.60438 6.39709 -0.83196
H 6.21658 6.24387 0.89792
H 7.73518 5.55008 0.25052
H 6.09022 3.97581 0.54619
C -6.72954 -6.93512 2.02553
O -6.98676 -6.22365 0.82530
H -7.29273 -6.47127 2.83463
H -7.04648 -7.97654 1.91707
H -5.66231 -6.89562 2.26087
H -6.47652 -6.65434 0.12331
C -2.90480 -4.34745 -2.82169
O -3.51525 -3.90184 -1.61589
H -3.15785 -3.65002 -3.61863
H -1.81896 -4.37763 -2.70027
H -3.27620 -5.34157 -3.08219
H -3.27848 -4.53234 -0.92556
C 8.99206 2.06428 -1.21276
O 7.92288 2.30642 -0.30971
H 9.64789 2.93534 -1.21959
H 9.56101 1.18854 -0.89146
H 8.59778 1.90067 -2.21963
H 7.35778 1.52484 -0.32162
C 8.74034 4.96574 -3.90606
O 8.12865 5.41263 -2.70373
H 8.46643 5.64700 -4.71016
H 9.82759 4.96190 -3.79224
H 8.38897 3.95942 -4.15111
H 8.38396 4.79631 -2.00654
C 3.70597 3.84846 -6.48723
O 3.02927 2.62959 -6.76733
H 3.62968 4.49836 -7.35738
H 3.24191 4.33908 -5.62738
H 4.75990 3.64600 -6.27844
H 3.10949 2.07057 -5.98574
C -6.59680 -0.59743 5.34644
O -5.48032 -0.23810 6.15493
H -7.38642 -0.97685 5.99251
H -6.96425 0.28019 4.80682
H -6.30864 -1.37573 4.63606
H -4.79577 0.09419 5.56411
C -4.98041 3.66770 3.84281
O -3.80771 3.74538 3.04460
H -5.72304 4.35357 3.43810
H -5.38094 2.65118 3.82202
H -4.75019 3.95304 4.87242
H -3.16454 3.13120 3.41942
C 1.50849 0.90198 -3.03180
O 2.72191 0.17683 -2.89252
H 0.81452 0.31677 -3.63322
H 1.06891 1.08191 -2.04432
H 1.70546 1.85495 -3.53127
H 3.31773 0.71780 -2.35654
C -4.60508 -8.13827 -1.98721
O -5.66830 -7.86225 -1.08246
H -3.92561 -7.28822 -1.99565
H -4.06351 -9.02953 -1.66268
H -5.00360 -8.29135 -2.99259
H -6.25699 -8.62597 -1.09025
*
```

Löwdin atomic charge list, values in e, 99 entries: -0.189 0.857 -0.372 -0.349 -0.076 -0.064 -0.397 -0.248 -0.306 0.389 0.068 -0.022 -0.229 0.012 -0.051 -0.080 -0.072 -0.391 0.965 0.024 0.022 0.050 0.098 0.111 -0.016 -0.036 0.131 0.098 0.100 0.110 0.079 -0.146 -0.145 0.080 0.074 0.061 0.029 -0.138 -0.142 0.083 0.078 0.053 0.038 -0.157 -0.146 0.075 0.078 0.078 0.062 -0.160 -0.148 0.077 0.072 0.077 0.026 -0.143 -0.142 0.082 0.082 0.059 0.082 -0.143 -0.137 0.079 0.081 0.073 0.067 -0.149 -0.136 0.081 0.079 0.064 0.045 -0.165 -0.126 0.078 0.073 0.070 0.062 -0.154 -0.137 0.082 0.072 0.066 0.008 -0.153 -0.133 0.083 0.044 0.082 0.029 -0.159 -0.138 0.084 0.057 0.076 0.025 -0.121 -0.132

DFT (the ωB97M-V functional and the def2-TZVPD basis) results for a structure of composition C24H60N4O12SSn2 at a distorted geometry.

Structure (ORCA input):
```
! RIJCOSX wB97M-V def2-TZVPD def2/J DEFGRID3
* xyz 2 1
Sn -0.15047 -1.02668 3.11084
Sn 0.04724 -2.84995 -1.98581
S -0.22377 -1.25098 0.26713
O 0.59408 -0.77958 -0.81534
O 0.51494 -2.08207 1.23721
O -0.79162 -0.10789 0.96398
O -1.27708 -2.13361 -0.23679
C 2.20208 -0.22206 1.30844
O 2.12892 0.88746 0.43243
C 3.38879 1.63828 0.39476
C 3.49970 2.66427 -0.76587
N 2.19466 3.16027 -1.07952
C 2.18068 3.82220 -2.42009
C 3.07661 4.89749 -2.53124
O 2.64898 5.90055 -1.59696
C 3.39545 7.10855 -1.62130
H 2.34387 0.19491 2.30550
H 2.88722 -1.05662 1.15954
H 1.18534 -0.61484 1.30030
H 4.21327 0.92738 0.34037
H 3.48127 2.13385 1.36117
H 3.92175 2.13710 -1.62148
H 4.29035 3.40140 -0.62589
H 2.18626 3.95091 -0.45108
H 1.21104 4.23898 -2.69248
H 2.37131 3.17913 -3.27929
H 2.88380 5.26332 -3.53976
H 4.12651 4.67117 -2.34521
H 4.40996 6.98544 -1.24222
H 3.02619 7.96233 -1.05313
H 3.73239 7.49267 -2.58412
C -0.01799 5.38439 0.98822
O -0.10495 4.63358 -0.22298
C -1.03137 5.10117 -1.15674
C -0.99996 4.18483 -2.44417
N -1.36538 2.81336 -2.31005
C -2.71264 2.51145 -2.53584
C -3.13946 1.02902 -2.18844
O -2.04482 0.45699 -1.46789
C -2.46661 -0.82861 -1.07665
H 0.30758 6.42463 0.98785
H 0.73920 4.83091 1.54354
H -1.01179 5.20889 1.40014
H -0.71648 6.08764 -1.49705
H -2.03361 5.30920 -0.78212
H 0.02671 4.40470 -2.73692
H -1.69353 4.65972 -3.13808
H -0.94620 2.34205 -3.09888
H -3.06735 2.93944 -3.47343
H -3.18664 3.03136 -1.70332
H -3.06093 0.44081 -3.10274
H -4.08176 0.99559 -1.64157
H -2.81681 -0.67259 -0.05630
H -1.60333 -1.49402 -1.06749
H -3.19463 -1.38874 -1.66347
C 3.42142 -0.51853 -1.92559
O 2.85468 -1.75218 -1.57272
C 3.38610 -2.33081 -0.30672
C 2.73629 -3.66287 -0.03757
N 1.30133 -3.53888 0.23259
C 0.71855 -4.91079 0.56619
C 0.15185 -5.85773 -0.52179
O -1.09358 -5.32209 -1.02466
C -1.71632 -5.98645 -2.09475
H 3.28468 0.25064 -1.16547
H 3.01616 -0.03576 -2.81486
H 4.49917 -0.55673 -1.76720
H 3.15156 -1.71327 0.56031
H 4.45625 -2.50393 -0.42038
H 3.10400 -3.96382 0.94341
H 2.97932 -4.38937 -0.81297
H 1.38507 -3.00026 1.08288
H -0.00230 -4.76509 1.37071
H 1.46039 -5.51452 1.08897
H -0.31891 -6.80484 -0.25824
H 0.90465 -6.00020 -1.29709
H -2.73411 -6.26854 -1.82523
H -1.16401 -6.86715 -2.42249
H -1.61008 -5.29916 -2.93406
C -4.87357 0.98948 1.47659
O -4.48123 -0.37992 1.69653
C -3.07798 -0.61714 1.48702
C -2.93657 -2.11818 1.71381
N -1.62120 -2.63017 1.74044
C -1.43469 -3.91378 2.42953
C -1.78007 -3.86378 3.96187
O -1.30774 -2.70208 4.58195
C -1.75124 -2.71097 5.94337
H -4.04534 1.63789 1.76240
H -5.76617 1.24462 2.04778
H -5.01515 1.02094 0.39627
H -2.67470 0.03341 2.26307
H -2.50404 -0.37314 0.59306
H -3.39097 -2.73346 0.93724
H -3.46164 -2.24187 2.66096
H -1.28115 -2.66014 0.78987
H -0.38110 -4.10394 2.22489
H -1.94184 -4.73294 1.91973
H -1.26349 -4.65092 4.51111
H -2.84009 -4.02636 4.15688
H -1.21723 -1.94513 6.50590
H -1.79995 -3.67554 6.44866
H -2.80192 -2.43368 5.85808
*
```

Löwdin atomic charge list, values in e, 99 entries: 1.741 1.753 0.300 -0.240 -0.564 -0.300 -0.413 -0.171 -0.173 -0.150 -0.216 0.012 -0.215 -0.248 -0.172 -0.105 0.097 0.049 -0.056 0.116 0.125 0.108 0.124 0.090 0.066 0.139 0.142 0.128 0.078 0.091 0.085 -0.078 -0.216 -0.205 -0.180 -0.067 -0.206 -0.145 -0.156 -0.191 0.092 0.081 0.087 0.121 0.113 0.064 0.118 0.119 0.122 0.115 0.120 0.112 -0.007 -0.169 0.135 -0.094 -0.243 -0.131 -0.165 -0.120 -0.127 -0.154 -0.327 -0.086 0.031 0.118 0.108 0.034 0.151 0.144 0.137 0.014 0.048 0.139 0.146 0.125 0.111 0.104 0.070 -0.033 -0.152 -0.246 -0.128 -0.154 -0.119 -0.187 -0.390 -0.046 0.093 0.101 0.081 0.116 0.023 0.163 0.144 -0.109 0.066 0.149 0.136

What did we get for gap between HOMO and LUMO? Answer: 7.008, 5.596, 7.678, 5.480 eV, in the order shown.
What did we get for LUMO level? Answer: -4.45, 1.68, -0.52, -6.65 eV, in the order shown.